# 1
Entry from OMol25: the molecule C4H7N3 (the ωB97M-V functional and the def2-TZVPD basis).

Properties
SMILES   C=C1CN(C)N=N1
Charge   0
Lowest unoccupied orbital energy   0.0218 Ha
HOMO level   -8.52 eV

Each line ends with the natural charge from an NBO analysis.
Cartesian coordinates (Å):
C1 -2.537 -0.176 -0.136  -0.41
C2 -1.252 -0.462 -0.347  0.11
C3 -0.215 0.597 -0.224  -0.30
N1 0.869 -0.217 0.266  -0.25
C4 2.240 0.189 0.461  -0.41
N2 0.613 -1.515 -0.036  0.05
N3 -0.569 -1.710 -0.438  -0.25
H1 -2.735 0.733 0.425  0.20
H2 -3.389 -0.772 -0.421  0.22
H3 0.027 1.050 -1.202  0.20
H4 -0.655 1.379 0.397  0.22
H5 2.833 -0.711 0.643  0.23
H6 2.313 0.844 1.334  0.20
H7 2.661 0.713 -0.410  0.19

# 2
Entry from OMol25: the molecule C4H7N3 at a distorted geometry (the ωB97M-V functional and the def2-TZVPD basis).

Properties
Charge   0
Lowest unoccupied orbital energy (spin up / spin down)   0.0051 / -0.0234 Ha
HOMO level (spin up / spin down)   -8.19 / -7.84 eV

Each line ends with the natural charge from an NBO analysis.
Cartesian coordinates (Å):
C1 -2.110 0.321 0.075  0.23
C2 0.156 1.207 -0.123  -0.41
C3 1.294 -0.056 -0.460  -0.24
C4 -0.965 0.757 0.692  -0.36
N1 -3.042 -0.026 -0.479  -0.35
N2 0.653 -1.283 -0.436  -0.29
N3 -0.094 -1.662 0.529  -0.41
H1 0.871 1.904 0.181  0.22
H2 -0.108 1.368 -1.075  0.21
H3 1.882 0.039 -1.339  0.22
H4 1.977 -0.164 0.421  0.20
H5 -0.716 0.789 1.686  0.22
H6 0.110 -1.713 -1.163  0.41
H7 0.092 -1.481 1.490  0.34

# 3
Entry from OMol25: the molecule C4H7N3 at a distorted geometry (the ωB97M-V functional and the def2-TZVPD basis).

Properties
SMILES   NCc1c[nH]cn1
Charge   0
Lowest unoccupied orbital energy   0.0265 Ha
HOMO level   -8.99 eV

Each line ends with the natural charge from an NBO analysis.
Cartesian coordinates (Å):
N1 -2.463 -0.401 0.546  -0.80
C1 -1.647 0.548 -0.418  -0.26
C2 -0.183 0.348 -0.261  0.04
C3 0.835 1.103 0.144  -0.11
N2 1.978 0.310 0.248  -0.55
C4 1.552 -0.931 -0.021  0.19
N3 0.269 -1.035 -0.382  -0.47
H1 -2.099 -1.248 0.102  0.36
H2 -1.923 -0.434 1.534  0.35
H3 -1.858 0.338 -1.493  0.21
H4 -2.130 1.636 -0.264  0.21
H5 1.031 2.259 0.088  0.22
H6 2.900 0.704 0.597  0.43
H7 2.251 -1.787 -0.105  0.20

# 4
Entry from OMol25: the ion C4H7N3 with charge +2 at a distorted geometry (the ωB97M-V functional and the def2-TZVPD basis).

Properties
Charge   +2
Lowest unoccupied orbital energy (spin up / spin down)   -0.3807 / -0.3811 Ha
HOMO level (spin up / spin down)   -18.09 / -18.57 eV

Each line ends with the natural charge from an NBO analysis.
Cartesian coordinates (Å):
C1 3.031 1.278 0.022  0.53
C2 1.977 -0.963 -0.015  0.14
C3 -0.411 -0.472 -0.311  0.50
C4 -2.560 0.503 -0.241  -0.47
N1 2.444 0.316 -0.121  -0.26
N2 0.696 -1.193 -0.154  -0.45
N3 -1.368 -0.018 0.349  -0.42
H1 3.447 2.237 0.299  0.33
H2 2.803 -1.610 0.146  0.30
H3 -3.017 1.471 0.113  0.29
H4 -3.463 -0.096 0.067  0.28
H5 -2.348 0.761 -1.211  0.25
H6 0.328 -2.190 -0.362  0.52
H7 -1.559 -0.023 1.421  0.47

# 5
Entry from OMol25: the ion C4H7N3 with charge +2 at a distorted geometry (the ωB97M-V functional and the def2-TZVPD basis).

Properties
Charge   +2
Lowest unoccupied orbital energy   -0.4736 Ha
HOMO level   -21.03 eV

Each line ends with the natural charge from an NBO analysis.
Cartesian coordinates (Å):
C1 -2.248 -0.483 -0.067  0.51
C2 -0.067 -0.784 0.010  0.51
C3 -0.440 0.732 -0.068  0.50
C4 1.222 -1.411 0.037  -0.79
N1 -1.291 -1.348 0.003  -0.42
N2 -1.762 0.862 0.049  -0.57
N3 0.384 1.705 -0.040  -0.54
H1 -3.197 -0.838 0.123  0.28
H2 1.271 -2.435 0.530  0.39
H3 2.148 -0.909 0.279  0.31
H4 1.371 -2.017 -0.789  0.38
H5 -2.357 1.639 0.280  0.49
H6 1.347 1.561 -0.311  0.48
H7 0.004 2.576 0.313  0.47

# 6
Entry from OMol25: the molecule C4H7N3O at a distorted geometry (the ωB97M-V functional and the def2-TZVPD basis).

Properties
SMILES   [H]/N=c1/[nH]cc(NC)o1
Charge   0
Lowest unoccupied orbital energy   0.0292 Ha
HOMO level   -8.11 eV

Each line ends with the natural charge from an NBO analysis.
Cartesian coordinates (Å):
H1 2.500 1.623 1.504  0.36
N1 2.693 0.608 0.932  -0.72
C1 1.634 0.191 0.516  0.66
N2 1.301 -1.160 0.070  -0.64
C2 -0.155 -1.183 -0.278  -0.18
C3 -0.458 0.122 -0.353  0.39
N3 -1.734 0.731 -0.446  -0.62
C4 -3.004 -0.238 -0.734  -0.42
O1 0.478 0.905 0.361  -0.48
H2 1.654 -1.641 0.934  0.40
H3 -0.625 -2.212 -0.642  0.24
H4 -1.752 1.467 -1.135  0.37
H5 -2.623 -0.709 -1.691  0.20
H6 -3.129 -0.892 0.170  0.22
H7 -3.777 0.526 -0.831  0.22

# 7
Entry from OMol25: a structure of composition C4H7N3O at a distorted geometry (the ωB97M-V functional and the def2-TZVPD basis).

Properties
Charge   0
Lowest unoccupied orbital energy   0.0243 Ha
HOMO level   -9.22 eV

Each line ends with the natural charge from an NBO analysis.
Cartesian coordinates (Å):
C1 0.838 1.919 0.181  -0.45
C2 -0.147 -0.262 -0.263  0.43
C3 -1.894 -0.727 -1.080  0.22
C4 -0.478 -1.595 0.162  -0.36
H1 0.082 2.360 0.974  0.20
H2 0.491 2.225 -0.742  0.22
H3 1.813 2.559 0.386  0.21
H4 2.430 -0.665 0.925  0.47
H5 -2.853 -0.433 -1.499  0.18
H6 0.372 -2.280 0.062  0.24
H7 -0.732 -1.619 1.197  0.26
N1 1.092 0.344 0.047  -0.13
N2 -0.957 0.275 -0.998  -0.51
N3 -1.705 -1.857 -0.471  -0.43
O1 1.649 -0.245 1.118  -0.56

# 8
Entry from OMol25: a structure of composition C4H7N3O at a distorted geometry (the ωB97M-V functional and the def2-TZVPD basis).

Properties
Charge   0
Lowest unoccupied orbital energy   0.0015 Ha
HOMO level   -8.85 eV

Each line ends with the natural charge from an NBO analysis.
Cartesian coordinates (Å):
C1 -0.485 -1.294 -0.060  -0.21
C2 0.847 -0.718 0.330  -0.15
C3 2.246 -0.671 0.095  -0.25
C4 -0.365 1.319 0.322  0.19
H1 -3.334 -0.743 0.585  0.46
H2 -0.740 -1.847 -1.057  0.22
H3 -0.753 -2.009 0.778  0.18
H4 0.725 -0.302 1.294  0.21
H5 3.063 -1.155 -0.569  0.23
H6 2.913 -0.113 0.766  0.22
H7 -1.157 2.204 0.118  0.25
N1 -1.063 -0.014 0.123  -0.20
N2 1.259 0.295 -0.682  -0.24
N3 0.833 1.534 -0.029  -0.31
O1 -2.672 -0.068 -0.240  -0.59

# 9
Entry from OMol25: the molecule C4H7N3O at a distorted geometry (the ωB97M-V functional and the def2-TZVPD basis).

Properties
SMILES   NCC1=NCC(=O)N1
Charge   0
Lowest unoccupied orbital energy   0.0195 Ha
HOMO level   -9.48 eV

Each line ends with the natural charge from an NBO analysis.
Cartesian coordinates (Å):
N1 2.334 -0.920 -0.135  -0.86
C1 1.786 0.494 0.075  -0.26
C2 0.115 0.573 0.082  0.40
N2 -0.682 1.482 0.028  -0.44
C3 -2.067 0.929 -0.120  -0.39
C4 -1.905 -0.501 -0.069  0.62
O1 -2.614 -1.423 0.072  -0.57
N3 -0.601 -0.602 -0.195  -0.62
H1 1.906 -1.515 -0.907  0.37
H2 2.286 -1.615 0.763  0.36
H3 1.963 1.009 -0.900  0.22
H4 2.518 0.806 0.867  0.25
H5 -2.548 1.750 -0.848  0.27
H6 -2.246 1.082 0.919  0.26
H7 -0.245 -1.547 0.368  0.40

# 10
Entry from OMol25: the molecule C4H7N3O at a distorted geometry (the ωB97M-V functional and the def2-TZVPD basis).

Properties
SMILES   C=NN(C)/C=N/C=O
Charge   0
Lowest unoccupied orbital energy   0.0004 Ha
HOMO level   -8.99 eV

Each line ends with the natural charge from an NBO analysis.
Cartesian coordinates (Å):
C1 1.121 1.485 1.633  -0.05
N1 0.084 0.817 1.469  -0.31
N2 -0.592 0.743 0.298  -0.27
C2 -2.162 0.136 0.424  -0.42
C3 0.056 -0.315 -0.528  0.32
N3 1.355 -0.534 -0.578  -0.58
C4 1.679 -1.388 -1.632  0.51
O1 0.848 -1.480 -2.565  -0.59
H1 1.496 2.118 0.679  0.16
H2 1.674 1.610 2.649  0.21
H3 -2.892 0.823 0.853  0.22
H4 -2.528 -0.240 -0.654  0.22
H5 -2.123 -0.949 0.938  0.21
H6 -0.580 -0.785 -1.366  0.22
H7 2.564 -2.039 -1.619  0.16

# 11
Entry from OMol25: the molecule C4H7N3O at a distorted geometry (the ωB97M-V functional and the def2-TZVPD basis).

Properties
SMILES   [H]\N=C(N)/C=C\C=N/O
Charge   0
Lowest unoccupied orbital energy   0.0260 Ha
HOMO level   -9.08 eV

Each line ends with the natural charge from an NBO analysis.
Cartesian coordinates (Å):
H1 2.234 1.278 -2.117  0.33
N1 2.315 1.226 -1.108  -0.69
C1 1.254 0.766 -0.573  0.39
N2 1.212 0.568 0.787  -0.82
C2 0.044 0.370 -1.358  -0.22
C3 -0.872 -0.555 -1.062  -0.23
C4 -0.941 -1.479 0.093  0.01
N3 -1.306 -1.246 1.297  -0.11
O1 -1.591 0.109 1.502  -0.59
H2 1.996 0.994 1.269  0.39
H3 0.321 0.690 1.238  0.40
H4 -0.036 0.860 -2.321  0.21
H5 -1.622 -0.750 -1.831  0.23
H6 -0.717 -2.514 -0.097  0.21
H7 -1.908 0.123 2.407  0.48

# 12
Entry from OMol25: the molecule C4H7N3O at a distorted geometry (the ωB97M-V functional and the def2-TZVPD basis).

Properties
SMILES   [H]/N=c1/c(C)c[nH]n1O
Charge   0
Lowest unoccupied orbital energy   0.0136 Ha
HOMO level   -8.52 eV

Each line ends with the natural charge from an NBO analysis.
Cartesian coordinates (Å):
H1 -1.164 -1.572 -1.590  0.35
N1 -0.769 -0.663 -1.790  -0.64
C1 -0.377 -0.145 -0.636  0.36
C2 0.213 1.119 -0.270  -0.24
C3 0.504 2.230 -1.148  -0.63
C4 0.540 1.000 1.007  0.06
N2 -0.059 -0.153 1.668  -0.48
N3 -0.656 -1.040 0.606  -0.01
O1 0.296 -2.168 0.604  -0.58
H2 -0.538 2.538 -1.579  0.23
H3 0.817 3.095 -0.363  0.23
H4 1.098 1.943 -2.174  0.25
H5 1.207 1.666 1.622  0.22
H6 0.371 -0.717 2.414  0.40
H7 0.948 -1.848 -0.262  0.46